{"formula": "C30H70", "method": "the ωB97M-V functional and the def2-TZVPD basis", "charge": 1, "e_lumo_ev": [-2.497, -10.216], "spin_multiplicity": 2, "homo_lumo_gap_ev": [9.647, 1.928], "symbols": ["C", "C", "C", "C", "C", "C", "C", "C", "C", "C", "C", "C", "C", "C", "C", "C", "C", "C", "C", "C", "C", "C", "C", "C", "C", "C", "C", "C", "C", "C", "H", "H", "H", "H", "H", "H", "H", "H", "H", "H", "H", "H", "H", "H", "H", "H", "H", "H", "H", "H", "H", "H", "H", "H", "H", "H", "H", "H", "H", "H", "H", "H", "H", "H", "H", "H", "H", "H", "H", "H", "H", "H", "H", "H", "H", "H", "H", "H", "H", "H", "H", "H", "H", "H", "H", "H", "H", "H", "H", "H", "H", "H", "H", "H", "H", "H", "H", "H", "H", "H"], "xyz": [[2.852, 3.039, -2.378], [2.176, 2.505, -1.169], [-2.874, -0.926, -3.420], [-4.971, -2.114, -0.999], [-0.906, -2.860, 5.092], [1.956, 6.242, -4.894], [0.192, -0.544, 5.509], [-1.636, -0.390, -2.652], [4.435, 6.632, -5.348], [-4.423, -0.675, -1.359], [0.614, 2.479, -1.196], [1.424, -3.367, 1.830], [0.710, 6.490, -4.106], [-0.677, -3.137, 0.324], [3.277, 6.907, -4.366], [-5.237, -2.246, 0.507], [2.994, -3.368, 1.782], [0.268, -2.038, 5.696], [3.598, -3.488, 3.217], [-0.549, 5.841, -4.710], [-0.580, 0.390, 1.821], [-0.754, -4.352, 5.272], [-4.175, -0.435, -2.856], [-1.438, -4.412, 0.763], [0.386, 0.998, 0.827], [-1.918, -5.182, 4.863], [-0.116, 2.248, 0.120], [5.751, 6.573, -4.617], [-1.800, -6.674, 5.143], [0.779, -3.211, 0.468], [-5.868, -2.253, -1.602], [3.369, -2.620, 3.836], [1.221, 1.175, 1.505], [-5.015, -0.802, -3.445], [4.491, 7.466, -6.048], [2.550, 3.041, -0.297], [3.928, 2.865, -2.372], [-2.790, -2.012, -3.472], [0.118, -0.286, 4.453], [2.524, 2.495, -3.264], [-1.425, 5.947, -4.070], [-0.937, -2.693, 4.015], [1.105, -0.072, 5.873], [3.378, -4.421, 3.735], [-0.484, -4.614, 6.295], [-0.963, -2.983, -0.717], [-0.372, 4.771, -4.822], [2.707, 4.104, -2.556], [0.145, 3.072, 0.785], [-1.787, 0.684, -2.755], [2.514, 1.488, -0.973], [0.299, 1.801, -1.989], [0.895, 6.037, -3.132], [-0.141, -0.513, 2.246], [2.056, 5.158, -4.942], [3.323, -4.195, 1.152], [-2.767, -4.918, 5.493], [-1.067, -5.144, 0.046], [-1.072, -2.245, 0.809], [6.517, 6.724, -5.378], [-1.172, 2.199, -0.147], [1.030, -4.117, -0.083], [-5.923, -1.471, 0.849], [0.131, -4.648, 4.708], [4.201, 5.717, -5.892], [-0.725, -0.193, 5.983], [4.678, -3.610, 3.140], [-0.707, -0.573, -3.191], [-4.080, 0.650, -2.805], [3.366, -2.490, 1.255], [1.814, 6.531, -5.935], [-1.235, -4.845, 1.743], [-5.141, 0.042, -0.960], [1.344, -2.437, -0.052], [-2.138, -4.924, 3.827], [-0.810, 1.082, 2.631], [-1.497, 0.080, 1.321], [5.919, 5.596, -4.164], [-2.771, -0.574, -4.447], [-1.588, -0.593, -1.582], [1.028, -4.285, 2.263], [-1.829, -2.512, 5.556], [-2.728, -7.217, 4.964], [-2.523, -4.306, 0.776], [1.177, -2.543, 2.499], [0.520, 7.536, -3.868], [-3.498, -0.571, -0.792], [-0.735, 6.173, -5.732], [0.750, 0.215, 0.162], [0.272, 3.453, -1.545], [-4.293, -2.186, 1.049], [0.238, -2.221, 6.770], [3.479, 6.383, -3.432], [3.267, 7.957, -4.076], [5.704, 7.245, -3.760], [1.229, -2.414, 5.347], [-1.066, -7.069, 4.440], [-5.590, -3.227, 0.825], [-4.380, -2.939, -1.397], [-1.525, -6.873, 6.179]]}

***

{"formula": "C30H74N2O8", "method": "the ωB97M-V functional and the def2-TZVPD basis", "e_lumo_ev": 0.154, "smiles": "CC1(C)CCCC(C)(C)N1O.CC1(C)CCCC(C)(C)N1O.CCO.CCO.CCO.CCO.CCO.CCO", "homo_lumo_gap_ev": 8.414, "symbols": ["O", "O", "O", "O", "O", "O", "O", "O", "N", "N", "C", "C", "C", "C", "C", "C", "C", "C", "C", "C", "C", "C", "C", "C", "C", "C", "C", "C", "C", "C", "C", "C", "C", "C", "C", "C", "C", "C", "C", "C", "H", "H", "H", "H", "H", "H", "H", "H", "H", "H", "H", "H", "H", "H", "H", "H", "H", "H", "H", "H", "H", "H", "H", "H", "H", "H", "H", "H", "H", "H", "H", "H", "H", "H", "H", "H", "H", "H", "H", "H", "H", "H", "H", "H", "H", "H", "H", "H", "H", "H", "H", "H", "H", "H", "H", "H", "H", "H", "H", "H", "H", "H", "H", "H", "H", "H", "H", "H", "H", "H", "H", "H", "H", "H"], "xyz": [[2.171, 4.696, 11.516], [-6.341, 1.865, 0.235], [1.269, 14.548, 1.343], [0.984, 3.821, 4.603], [7.732, 6.297, 1.633], [1.864, 5.450, -4.817], [5.974, 6.007, 9.294], [-3.312, 5.351, 4.619], [-6.039, 1.185, -0.885], [1.066, 13.402, 2.202], [2.267, 12.541, 2.336], [-6.781, -0.222, -2.760], [1.743, 2.457, 2.848], [2.611, 11.848, 0.930], [0.768, 10.694, 3.478], [-0.386, 11.736, 3.543], [2.487, 4.431, -2.917], [-3.778, 5.970, 5.770], [-4.871, -0.569, 0.505], [1.694, 3.562, 10.715], [-5.777, -1.356, -2.423], [-0.319, 12.824, 2.344], [-1.253, 13.933, 2.793], [2.052, 5.654, -3.466], [5.728, 5.755, 7.886], [-0.907, 12.042, 1.109], [1.583, 3.899, 3.332], [5.567, 6.733, 0.903], [-8.117, -0.371, -0.694], [-4.798, 0.410, -0.764], [2.062, 11.457, 3.460], [6.023, 4.250, 7.660], [-8.161, 1.742, -1.977], [6.501, 6.772, 2.076], [-3.339, 5.354, 7.106], [-4.586, -0.469, -2.024], [3.469, 13.388, 2.830], [-7.217, 0.568, -1.560], [-3.531, 1.367, -0.650], [0.416, 3.043, 11.360], [0.677, 2.624, 12.332], [-3.364, 6.972, 5.881], [3.251, 12.441, 0.277], [0.860, 1.820, 2.894], [3.092, 14.061, 3.600], [0.984, 4.412, 2.579], [-3.496, 1.806, -1.647], [-9.172, 1.388, -2.183], [5.972, 4.132, 6.578], [6.951, 3.831, 8.048], [1.678, 11.573, 0.438], [6.173, 6.413, 7.140], [-2.627, 0.802, -0.422], [-2.234, 13.471, 2.903], [3.474, 4.278, -3.354], [-6.406, 0.427, -3.551], [-2.403, 5.835, 7.391], [-8.328, 2.500, -1.212], [-0.992, 14.517, 3.676], [2.529, 2.868, 10.615], [6.134, 6.205, 2.932], [-0.274, 12.338, 4.444], [6.090, 7.356, 0.178], [-3.681, 2.136, 0.107], [2.555, 2.046, 3.446], [-1.876, 11.588, 1.316], [-4.101, 5.327, 4.072], [1.921, 3.583, -3.303], [4.541, 7.100, 0.954], [3.792, 14.127, 2.097], [-0.433, 11.088, 0.878], [5.252, 5.626, 9.799], [0.688, 10.143, 4.415], [2.895, 10.814, 3.747], [0.038, 3.886, 4.451], [-6.320, 1.145, 0.870], [-1.345, 14.620, 1.952], [-8.854, 0.193, -0.122], [-4.194, -0.312, 1.319], [4.678, 6.005, 7.734], [-7.879, 2.271, -2.887], [1.294, 14.050, 0.522], [5.440, 5.740, 0.473], [-1.374, 11.280, 3.602], [2.452, 4.552, -1.834], [-8.860, -0.911, -1.280], [-0.055, 2.170, 10.911], [2.559, 4.356, 3.494], [1.855, 12.034, 4.361], [2.628, 5.669, -5.356], [-5.581, -2.069, -3.224], [1.050, 5.913, -3.125], [-4.833, 6.244, 5.763], [-3.211, 4.272, 7.078], [2.018, 2.411, 1.794], [1.455, 3.880, 9.701], [6.627, 7.773, 2.488], [3.178, 10.967, 1.231], [-5.809, -0.785, 1.017], [4.361, 12.956, 3.284], [-4.099, 5.512, 7.870], [0.721, 10.013, 2.628], [-7.654, -0.651, -3.253], [2.769, 6.458, -3.300], [-6.099, -1.960, -1.575], [-4.066, -0.144, -2.925], [-0.404, 3.737, 11.546], [-7.632, -1.133, -0.084], [-1.081, 12.622, 0.203], [8.446, 6.618, 2.190], [1.513, 5.392, 11.579], [5.206, 3.655, 8.069], [-4.523, -1.574, 0.265], [-4.006, -1.361, -1.787]]}

***

{"formula": "C30H74O19P4", "method": "the ωB97M-V functional and the def2-TZVPD basis", "e_lumo_ev": 0.497, "smiles": "CCOP(=O)(OCC)OCC.CCOP(=O)(OCC)OCC.CCOP(=O)(OCC)OCC.CCOP(=O)(OCC)OCC.COCCOCCOC", "homo_lumo_gap_ev": 9.829, "symbols": ["P", "P", "P", "P", "O", "O", "O", "O", "O", "O", "O", "O", "O", "O", "O", "O", "O", "O", "O", "O", "O", "O", "O", "C", "C", "C", "C", "C", "C", "C", "C", "C", "C", "C", "C", "C", "C", "C", "C", "C", "C", "C", "C", "C", "C", "C", "C", "C", "C", "C", "C", "C", "C", "H", "H", "H", "H", "H", "H", "H", "H", "H", "H", "H", "H", "H", "H", "H", "H", "H", "H", "H", "H", "H", "H", "H", "H", "H", "H", "H", "H", "H", "H", "H", "H", "H", "H", "H", "H", "H", "H", "H", "H", "H", "H", "H", "H", "H", "H", "H", "H", "H", "H", "H", "H", "H", "H", "H", "H", "H", "H", "H", "H", "H", "H", "H", "H", "H", "H", "H", "H", "H", "H", "H", "H", "H", "H"], "xyz": [[2.574, 2.885, -3.137], [-6.055, -3.633, -4.500], [-0.866, -2.546, 1.141], [-1.248, 3.272, 5.565], [2.071, 3.173, -4.606], [-7.253, -2.759, -5.079], [0.703, -2.707, 1.278], [5.745, -3.956, 2.076], [-1.007, 3.621, 4.045], [1.469, 3.693, -2.304], [7.058, -1.633, -0.272], [-1.609, -3.805, 1.204], [3.917, 3.724, -2.984], [0.249, 3.217, 6.104], [6.914, 0.734, -1.799], [2.769, 1.477, -2.814], [-1.244, -1.440, 2.187], [-1.778, 4.649, 6.119], [-5.374, -2.586, -3.541], [-2.128, 2.134, 5.841], [-5.270, -4.305, -5.534], [-1.095, -1.784, -0.236], [-6.725, -4.640, -3.457], [0.012, 4.299, -5.184], [5.181, 5.761, -2.814], [7.279, -1.701, -1.653], [-9.159, -2.363, -6.467], [0.877, 2.216, 3.294], [-2.935, 6.122, 7.633], [0.699, 2.955, -4.984], [-1.742, -1.679, 3.515], [1.378, -3.889, 0.848], [-3.240, -1.576, 3.568], [5.663, 0.710, -2.468], [-0.229, -0.706, -0.621], [7.743, -0.350, -2.164], [6.189, -2.665, 1.673], [-8.861, -5.842, -3.304], [0.723, 2.400, 7.187], [-7.496, -5.746, -3.977], [-4.292, -3.092, -2.743], [6.958, -2.873, 0.387], [-0.564, 2.636, 3.089], [1.826, -4.756, 2.013], [0.902, 5.018, -0.363], [-4.394, -2.553, -1.327], [2.049, 1.749, 6.884], [1.748, 3.880, -0.903], [-0.630, -0.277, -2.006], [-2.290, 4.757, 7.449], [5.361, -3.999, 3.424], [-7.815, -3.041, -6.366], [3.880, 5.120, -3.232], [4.535, -3.276, 3.500], [-9.574, -2.321, -7.470], [-5.000, -3.136, -0.640], [-1.195, -0.955, 4.117], [-0.041, 1.648, 7.404], [0.713, 2.369, -5.900], [7.976, -3.185, 0.668], [-4.197, -4.181, -2.700], [-0.349, 4.735, -4.259], [-9.289, -6.810, -3.566], [0.752, 4.980, 0.711], [8.166, -2.345, -1.811], [0.720, -4.524, 0.253], [-4.762, -1.524, -1.369], [1.954, 0.915, 6.187], [8.737, -0.137, -1.776], [0.768, 4.926, -5.665], [5.403, 5.551, -1.766], [5.107, -0.196, -2.211], [1.192, 1.415, 2.619], [-3.631, -0.769, 2.941], [2.703, -5.333, 1.716], [-9.004, -1.335, -6.129], [7.782, -0.378, -3.263], [-1.617, 0.135, -2.214], [-3.722, -2.433, 3.090], [6.126, -3.834, 4.189], [4.909, -4.958, 3.686], [1.033, 1.859, 4.304], [1.405, 5.973, -0.577], [-1.447, 4.638, 8.143], [1.484, 2.937, -0.416], [3.649, 5.397, -4.265], [-7.779, -4.083, -6.687], [-7.435, -5.749, -5.061], [0.190, 2.362, -4.221], [3.062, 5.612, -2.689], [-3.586, 6.253, 6.770], [2.241, -3.593, 0.255], [0.813, 3.057, 8.054], [1.596, 3.014, 3.088], [-0.350, 0.121, 0.081], [-6.978, -6.626, -3.579], [-0.779, 3.040, 2.106], [6.486, -2.183, -2.234], [0.041, 0.489, -2.421], [-2.208, 6.924, 7.708], [-1.491, -2.670, 3.906], [-3.570, -1.484, 4.601], [2.092, -4.238, 2.938], [-3.323, -2.807, -3.160], [-0.426, -1.061, -2.743], [-3.522, 6.054, 8.549], [-1.131, 1.713, 3.248], [-8.725, -5.849, -2.226], [2.810, 2.475, 6.617], [-7.114, -2.561, -7.063], [2.799, 4.060, -0.669], [6.492, -3.665, -0.202], [-3.384, -2.430, -0.931], [5.981, 5.351, -3.441], [1.040, -5.437, 2.349], [5.295, 6.835, -2.954], [5.074, 1.542, -2.085], [-2.975, 3.938, 7.675], [-9.865, -2.798, -5.759], [2.318, 1.204, 7.796], [5.289, -2.067, 1.467], [-9.490, -5.022, -3.650], [0.014, 5.205, -0.969], [-0.761, 4.242, -5.952], [6.709, -2.152, 2.484], [5.812, 0.826, -3.545], [0.822, -0.991, -0.667]]}

***

{"formula": "C30H75F2N10O22S2", "method": "the ωB97M-V functional and the def2-TZVPD basis", "charge": 5, "e_lumo_ev": -11.190, "homo_lumo_gap_ev": 5.575, "symbols": ["S", "S", "F", "F", "O", "O", "O", "O", "O", "O", "O", "O", "O", "O", "O", "O", "O", "O", "O", "O", "O", "O", "O", "O", "O", "O", "N", "N", "N", "N", "N", "N", "N", "N", "N", "N", "C", "C", "C", "C", "C", "C", "C", "C", "C", "C", "C", "C", "C", "C", "C", "C", "C", "C", "C", "C", "C", "C", "C", "C", "C", "C", "C", "C", "C", "C", "H", "H", "H", "H", "H", "H", "H", "H", "H", "H", "H", "H", "H", "H", "H", "H", "H", "H", "H", "H", "H", "H", "H", "H", "H", "H", "H", "H", "H", "H", "H", "H", "H", "H", "H", "H", "H", "H", "H", "H", "H", "H", "H", "H", "H", "H", "H", "H", "H", "H", "H", "H", "H", "H", "H", "H", "H", "H", "H", "H", "H", "H", "H", "H", "H", "H", "H", "H", "H", "H", "H", "H", "H", "H", "H"], "xyz": [[1.034, -1.378, 1.042], [-0.989, -0.267, 0.341], [-2.423, 0.057, 1.026], [1.059, -2.912, 1.583], [3.149, 3.964, -3.263], [1.486, -1.490, -0.325], [-0.069, -0.758, -5.437], [2.545, -2.704, 4.740], [4.752, -0.412, 4.028], [-3.647, 2.990, -2.657], [-4.520, -2.945, -3.046], [-0.427, 4.332, 0.273], [1.860, -0.731, 2.017], [-0.881, 1.156, 4.305], [5.056, 1.708, 4.409], [0.574, -0.066, -3.465], [3.481, 2.039, -0.600], [-1.331, -0.871, -0.913], [0.000, -4.281, -0.500], [-1.612, 3.112, -3.493], [-0.232, 0.974, 0.399], [-1.482, -0.923, -3.660], [-6.157, 2.617, 0.998], [0.486, -3.992, -3.242], [2.966, 0.984, 4.074], [-2.183, 1.472, -2.099], [1.973, 2.155, -4.266], [1.497, 4.284, 1.515], [-6.083, 4.485, -0.350], [-1.450, -1.112, 4.034], [2.274, -2.590, -2.763], [5.562, 3.177, -0.695], [-0.629, -1.286, 1.422], [4.780, -3.320, 4.162], [-1.761, -3.852, 0.997], [-5.613, -1.417, -1.579], [-1.783, 0.372, 4.253], [1.119, 3.294, -2.183], [-0.791, 4.552, 2.646], [2.181, 3.222, -3.244], [-2.474, 2.569, -2.768], [5.548, -3.530, 5.490], [5.374, 0.876, 0.361], [-3.228, 0.729, 4.327], [-1.783, -4.955, 1.988], [-3.914, 3.536, 0.395], [-2.184, -3.983, -1.539], [-1.188, -4.193, -0.424], [4.305, 0.775, 4.122], [1.456, -3.477, -3.711], [3.483, -3.254, -2.127], [1.937, 2.931, 2.094], [-5.422, 3.453, 0.487], [4.650, 2.055, -0.220], [1.825, -3.301, -5.159], [-5.546, -2.362, -2.770], [-6.781, -2.474, -3.629], [0.011, 4.442, 1.382], [2.829, -4.932, 3.986], [6.058, 3.077, -2.170], [-6.631, 3.989, -1.683], [3.281, -3.536, 4.269], [-0.730, -1.729, 5.199], [1.249, 2.679, -5.486], [-4.561, -0.276, -1.712], [-0.307, -0.566, -4.232], [1.778, 3.556, -5.850], [2.653, 0.087, 3.910], [4.705, 0.270, 0.969], [0.066, -1.084, 5.570], [4.961, -2.379, 3.802], [1.721, -2.228, -5.343], [-1.572, 5.281, 2.415], [1.769, 5.052, 2.126], [6.844, 2.325, -2.171], [2.580, -5.039, 2.928], [-7.298, -3.431, -3.556], [6.358, 3.364, -0.087], [-5.876, 3.288, -2.034], [6.541, -3.156, 5.252], [1.919, 4.453, 0.607], [5.172, -3.917, 3.438], [0.192, 3.568, -2.698], [1.522, 1.352, -3.802], [-3.174, 1.784, 4.595], [-5.520, -1.959, -0.724], [-7.599, 3.558, -1.430], [-4.953, 0.294, -2.554], [3.654, -5.597, 4.240], [-3.213, -4.260, -1.307], [-6.456, -2.387, -4.666], [1.667, -2.304, -1.995], [1.515, 2.744, 3.078], [5.820, 0.336, -0.477], [-0.995, -1.153, 3.104], [-5.417, 5.197, -0.639], [-6.848, 4.855, -2.304], [2.874, -3.548, -5.339], [0.217, 2.704, -5.135], [-0.181, -2.617, 4.892], [-1.248, 1.442, -2.363], [2.604, -1.800, -3.306], [1.917, -5.185, 4.522], [6.228, 1.139, 0.988], [-6.815, 4.897, 0.226], [1.289, 1.926, -6.273], [2.851, 1.733, -4.556], [1.042, 2.281, -1.784], [-1.407, -1.979, 6.014], [4.288, -3.279, -2.858], [-2.242, -2.931, -1.822], [5.251, 2.760, -2.826], [-2.343, -1.557, 3.844], [1.191, -3.847, -5.853], [-2.686, -3.442, 0.905], [-3.437, 2.557, 0.432], [-6.527, -0.977, -1.516], [-1.192, -0.687, -2.773], [-1.435, 3.693, 2.835], [-3.634, 0.219, 5.205], [-2.422, -4.580, 2.788], [2.989, 3.155, 2.287], [-2.336, -5.790, 1.564], [3.232, -4.216, -1.689], [1.318, 3.965, -1.353], [-1.239, -3.020, 1.320], [-1.830, -4.579, -2.379], [6.394, 4.101, -2.313], [3.762, -2.550, -1.344], [-3.596, -0.638, -2.064], [-0.786, -5.148, 2.374], [-0.298, 4.885, 3.557], [5.359, -4.569, 5.752], [2.035, 2.152, 1.342], [-7.433, -1.622, -3.436], [-3.581, 4.270, 1.128], [-3.873, 0.657, 3.453], [5.094, -2.881, 6.236], [-4.356, 0.355, -0.851], [5.017, 4.031, -0.584], [-3.599, 3.868, -0.600]]}

***

Computed values of ΔE to the lowest compared entry with this formula, charge and spin (unit: kcal/mol) for the preceding records, in sequence: 0.00; 148.72; 15.89; 53.51.
Computed values of calculated total energy (unit: hartree) for the preceding records, in sequence: -1184.59515; -1898.51762; -3982.76872; -4385.08258.